C40H47Br45N2O8PS as an isolated structure. Source: OMol25; level of theory: wB97M-V/def2-TZVPD.

Each line ends with the Löwdin charge.
Cartesian coordinates (Å):
C  2.25957  0.99574  6.54608  -0.04
C  1.33412  2.19273  5.90670  -0.28
O  0.38691  2.71856  6.73055  -0.08
O  1.41185  2.71923  4.53326  -0.12
C  1.47930  1.59924  3.53834  -0.18
C  0.07557  0.75384  3.48514  -0.14
C  0.10936  -0.58675  2.53946  -0.17
C  1.43739  -0.63926  1.52187  0.06
C  2.91458  -1.23868  2.02912  -0.01
C  3.06710  -1.75088  3.57657  -0.18
C  3.25734  -3.40741  3.71717  -0.14
C  4.49101  -4.06718  4.60510  -0.02
C  4.58384  -5.70260  4.69808  -0.02
C  3.41216  -6.57047  3.93395  -0.20
C  3.49166  -8.21215  4.07355  -0.12
C  2.16569  -5.93756  3.06252  -0.05
C  2.09139  -4.30095  2.93763  -0.04
C  4.12749  -1.27231  0.87877  -0.14
P  5.81863  -1.96734  1.42464  0.43
O  5.67985  -3.72597  1.63526  -0.30
O  7.10907  -1.78063  0.23158  -0.32
S  6.56052  -1.08822  3.04123  0.26
C  3.77526  -0.71448  -0.66042  -0.02
C  4.89752  -0.77221  -1.84250  -0.08
C  5.17459  -2.48972  -2.23332  -0.18
C  6.72441  -2.80877  -2.94831  -0.01
O  5.29144  -2.82584  -3.75553  -0.16
N  2.39500  -0.13132  -1.03107  -0.05
O  2.16855  0.35474  -2.29364  0.01
C  1.22400  -0.06330  -0.03582  0.03
N  -0.15115  0.46649  -0.33646  0.03
C  -0.26722  1.96075  -0.31592  -0.25
C  0.83424  3.06458  -0.81930  -0.04
O  -1.40615  2.47136  0.23179  -0.02
C  -0.85942  -0.21222  -1.46662  -0.24
C  -2.02858  0.60745  -2.31999  -0.05
O  -0.58537  -1.46730  -1.90315  -0.03
H  1.58771  0.02396  6.56783  0.11
H  2.56690  1.23369  7.65063  0.09
H  3.16227  0.78065  5.82653  -0.03
H  1.59349  2.13450  2.47802  0.14
H  2.43846  0.96000  3.74056  0.04
H  -0.76198  1.49688  3.07137  0.14
H  -0.32105  0.40406  4.54583  0.13
H  0.09750  -1.54986  3.24288  -0.04
H  -0.90729  -0.61740  1.94821  0.13
H  2.09087  -1.53171  4.22964  0.10
H  3.93464  -1.20327  4.18752  0.07
H  5.24297  -3.30305  5.10500  0.09
H  5.48582  -6.15504  5.30646  0.10
H  4.63925  -8.49059  3.97708  0.09
H  3.14523  -8.51119  5.17149  0.09
H  2.80860  -8.74473  3.28266  0.08
H  1.34193  -6.62949  2.55610  0.11
H  1.21112  -3.78187  2.33274  0.09
H  6.53743  -4.03248  2.06770  0.06
H  7.56174  -0.90017  0.43411  0.08
H  5.94323  -0.32355  -1.58293  0.10
H  4.57569  -0.38714  -2.89286  0.12
H  4.71341  -3.34613  -1.44081  0.18
H  6.89060  -3.73618  -2.25475  0.04
H  7.19786  -1.74418  -2.84390  0.11
H  2.82019  1.13937  -2.34634  0.11
H  1.89455  2.64086  -1.07025  0.03
H  0.36219  3.72941  -1.67747  0.13
H  0.99396  3.81430  0.09601  0.03
H  -2.59832  -0.09222  -3.06771  0.08
H  -1.52239  1.54382  -2.82546  0.10
H  -2.76586  1.04807  -1.49533  -0.01
C  4.85281  3.79520  -0.11159  -1.52
Br  5.18414  2.12487  0.82883  0.58
Br  4.67012  3.52247  -2.02898  0.56
Br  3.33237  4.75478  0.63111  0.64
H  5.73426  4.42720  0.03891  -0.01
C  7.63854  -6.81018  -0.66224  -1.57
Br  7.20171  -6.49790  -2.53195  0.61
Br  8.63544  -5.32676  0.10574  0.58
Br  6.05889  -7.24143  0.38792  0.56
H  8.29370  -7.68693  -0.62904  -0.02
C  -1.47384  1.83717  9.93778  -1.60
Br  -2.49867  0.19243  9.76830  0.55
Br  -2.11719  2.94319  11.40303  0.56
Br  0.43502  1.48951  10.07741  0.56
H  -1.62846  2.40677  9.01547  -0.03
C  -4.59466  0.61490  -5.43598  -1.59
Br  -2.88649  0.12870  -6.22965  0.57
Br  -4.46655  2.24763  -4.38626  0.56
Br  -6.00813  0.72006  -6.76833  0.56
H  -4.86640  -0.18937  -4.74436  -0.03
C  -6.97063  1.34377  -0.87422  -1.60
Br  -7.57790  2.95257  -1.78371  0.53
Br  -7.41802  -0.26474  -1.87255  0.57
Br  -5.07482  1.42612  -0.44614  0.58
H  -7.51110  1.29062  0.07662  -0.12
C  -7.05134  1.62679  3.45444  -1.57
Br  -7.65861  3.23559  2.54496  0.58
Br  -7.49873  0.01828  2.45612  0.60
Br  -5.15553  1.70914  3.88253  0.55
H  -7.59181  1.57365  4.40528  -0.02
C  -7.33598  3.90845  -9.68322  -1.59
Br  -8.36081  2.26371  -9.85270  0.54
Br  -7.97932  5.01447  -8.21797  0.55
Br  -5.42711  3.56080  -9.54359  0.54
H  -7.49060  4.47805  -10.60554  -0.12
C  5.37224  3.16245  5.41294  -1.54
Br  4.76497  4.77125  4.50346  0.58
Br  4.92485  1.55394  4.41461  0.59
Br  7.26805  3.24480  5.84102  0.60
H  4.83177  3.10931  6.36378  -0.02
C  -10.97580  3.93035  -5.02897  -1.59
Br  -10.73435  5.83809  -5.32290  0.55
Br  -12.13469  3.13200  -6.37201  0.56
Br  -9.27405  2.99757  -4.89454  0.50
H  -11.47979  3.81682  -4.06350  -0.02
C  0.91035  6.51696  5.96289  -1.61
Br  0.47352  6.82924  4.09318  0.54
Br  1.90725  8.00038  6.73087  0.56
Br  -0.66931  6.08571  7.01305  0.57
H  1.56551  5.64021  5.99609  -0.05
C  6.20421  3.45253  -6.19288  -1.59
Br  6.10520  4.35461  -7.91352  0.59
Br  7.18187  4.50336  -4.87984  0.55
Br  4.44438  2.93794  -5.54303  0.52
H  6.77043  2.52829  -6.34848  -0.02
C  -1.00593  -4.78965  5.52876  -1.54
Br  -0.70560  -3.02477  4.76773  0.65
Br  -1.91321  -5.97215  4.27869  0.54
Br  0.63992  -5.57617  6.20456  0.60
H  -1.67348  -4.65854  6.38678  -0.02
C  -5.76414  -7.47599  3.40080  -1.59
Br  -6.75954  -5.92617  2.77519  0.56
Br  -4.35573  -7.98170  2.15792  0.54
Br  -5.08024  -7.21763  5.20349  0.53
H  -6.46892  -8.31295  3.44312  -0.02
C  -8.85225  0.04862  -13.05769  -1.62
Br  -8.55192  1.81350  -13.81871  0.52
Br  -9.75953  -1.13388  -14.30775  0.56
Br  -7.20640  -0.73790  -12.38189  0.54
H  -9.51980  0.17973  -12.19966  -0.04
C  -6.39428  6.04314  -13.61670  -1.59
Br  -6.49329  6.94522  -15.33734  0.57
Br  -5.41662  7.09397  -12.30366  0.56
Br  -8.15411  5.52855  -12.96684  0.58
H  -5.82807  5.11890  -13.77229  -0.02

As for the HOMO energy: -10.41 eV. The total charge is +1.